Below is C3H9NO in the gas phase in a non-equilibrium geometry, with properties calculated with wB97M-V/def2-TZVPD.

```
14
Properties=species:S:1:pos:R:3:forces:R:3
C -1.131926 -0.738261 0.642716 -0.879 0.522 -0.973
C -0.243860 0.437455 0.031761 2.123 -1.497 3.575
N -0.862886 1.166734 -1.017639 -0.917 -0.476 -0.437
C 1.229946 -0.066944 -0.283143 -0.038 -0.473 -2.309
O 1.803403 -1.062618 0.614431 -0.462 2.783 2.368
H -1.836020 -1.184558 -0.177474 1.704 0.181 1.374
H -1.859614 -0.222095 1.288106 0.192 -0.236 -0.030
H -0.554879 -1.471014 1.310618 -0.813 0.943 -1.533
H -0.022982 1.067788 0.986271 -0.790 -0.238 -1.654
H -1.157633 0.569179 -1.799130 0.197 0.147 0.582
H -0.283298 1.881121 -1.404256 0.452 0.509 -0.072
H 1.926518 0.863780 -0.448556 -1.115 -1.699 0.416
H 1.132918 -0.621256 -1.315007 0.504 0.933 1.811
H 1.860312 -0.619312 1.571299 -0.158 -1.400 -3.116
```
Positions in Å, forces in eV/Å.

## Properties
* relative energy (zero: lowest compared OMol25 entry of this formula, charge and spin): 41.9 kcal per mole
* total charge: 0
* frontier orbital gap: 10.108 eV
* LUMO level: 0.03380 Ha
* SMILES: C[C@H](N)CO

The natural (NBO) scheme yields these atomic charges, measured in e: number 1, C, carries -0.63; number 2, C, carries -0.06; number 3, N, carries -0.83; number 4, C, carries -0.08; number 5, O, carries -0.72; number 6, H, carries 0.21; number 7, H, carries 0.21; number 8, H, carries 0.24; number 9, H, carries 0.16; number 10, H, carries 0.36; number 11, H, carries 0.36; number 12, H, carries 0.16; number 13, H, carries 0.17; number 14, H, carries 0.46